[1]
This record from the OMol25 dataset describes 8 unconnected molecules or ions with the total composition C72H44O26 in a non-equilibrium geometry. The level of theory is ωB97M-V with the def2-TZVPD basis set.

## Properties
LUMO (eV): -2.2
Energy relative to the best compared isomer or geometry (same formula, charge and spin) (kcal/mol): 13.58
E_HOMO (eV): -9.5103

Geometry as ORCA input:
```
! RIJCOSX wB97M-V def2-TZVPD def2/J DEFGRID3
* xyz 0 1
O 3.722 7.117 2.393
C 3.161 6.081 2.631
C 2.458 5.856 3.927
C 2.516 6.798 4.933
C 1.865 6.559 6.141
C 1.294 5.321 6.270
C 1.382 4.315 5.312
C 1.886 4.526 4.038
C 1.904 3.487 3.060
O 1.317 2.455 3.288
C 2.812 3.597 1.936
C 2.950 2.581 0.956
C 3.564 2.783 -0.240
C 4.077 4.040 -0.514
C 3.945 5.086 0.429
C 3.282 4.880 1.684
H 3.049 7.696 4.656
H 1.824 7.278 6.946
H 0.833 4.968 7.181
H 0.864 3.399 5.555
H 2.528 1.593 1.064
H 3.697 2.076 -1.046
H 4.495 4.452 -1.420
H 4.528 5.908 0.040
O 0.192 0.976 6.577
C -0.915 1.415 6.489
C -1.629 1.872 7.756
C -1.034 1.671 8.940
C -1.689 2.153 10.141
C -3.009 2.632 10.133
C -3.601 2.666 8.887
C -2.986 2.277 7.673
C -3.708 2.376 6.441
O -4.806 2.826 6.459
C -2.965 1.882 5.163
C -3.713 1.812 3.984
C -3.081 1.458 2.738
C -1.740 1.114 2.726
C -1.061 0.978 3.963
C -1.675 1.379 5.140
H -0.049 1.230 8.989
H -1.096 1.988 11.028
H -3.390 2.850 11.120
H -4.615 3.034 8.939
H -4.654 2.328 3.865
H -3.603 1.654 1.813
H -1.211 0.879 1.813
H -0.103 0.480 3.969
O -8.243 -7.475 -4.372
C -7.266 -6.855 -4.086
C -6.938 -6.498 -2.675
C -7.741 -7.036 -1.681
C -7.437 -6.650 -0.397
C -6.219 -5.982 -0.049
C -5.467 -5.487 -1.088
C -5.756 -5.770 -2.425
C -4.813 -5.347 -3.548
O -3.783 -4.843 -3.426
C -5.334 -5.430 -4.972
C -4.549 -4.984 -6.049
C -5.024 -5.189 -7.310
C -6.339 -5.580 -7.492
C -7.019 -6.128 -6.458
C -6.500 -6.187 -5.215
H -8.580 -7.707 -1.798
H -8.120 -7.042 0.341
H -5.848 -5.857 0.957
H -4.554 -4.956 -0.862
H -3.491 -4.785 -5.964
H -4.530 -4.693 -8.133
H -6.739 -5.584 -8.496
H -7.995 -6.555 -6.633
O 4.229 -1.207 -6.683
C 4.642 -2.244 -6.193
C 4.149 -2.871 -4.994
C 4.633 -3.898 -4.308
O 4.019 -4.316 -3.133
C 5.854 -4.554 -4.755
O 6.220 -5.606 -4.266
C 6.504 -3.935 -5.861
C 5.939 -2.894 -6.594
O 6.493 -2.473 -7.738
H 3.364 -2.426 -4.400
H 4.663 -4.772 -2.587
H 7.230 -4.554 -6.367
H 6.214 -1.581 -7.955
O 3.991 5.344 -4.766
C 3.542 4.156 -4.741
C 2.589 3.810 -3.752
C 2.262 2.514 -3.513
O 1.319 2.231 -2.641
C 2.937 1.323 -4.096
O 2.593 0.159 -3.906
C 3.941 1.744 -4.940
C 4.292 3.039 -5.282
O 5.260 3.231 -6.134
H 2.033 4.549 -3.194
H 1.168 1.283 -2.633
H 4.545 1.042 -5.496
H 5.360 4.163 -6.340
O 6.737 -2.689 2.566
C 5.799 -2.116 3.176
C 4.806 -1.198 2.586
C 3.851 -0.590 3.329
O 2.644 -0.189 2.760
C 3.757 -0.642 4.779
O 2.900 -0.048 5.419
C 4.739 -1.562 5.366
C 5.669 -2.173 4.661
O 6.600 -2.924 5.239
H 4.667 -1.247 1.516
H 2.100 0.295 3.386
H 4.829 -1.522 6.441
H 6.986 -3.405 4.504
O -2.791 -1.947 -1.756
C -1.591 -1.796 -1.404
C -1.112 -1.184 -0.143
C 0.249 -0.945 0.016
O 0.462 -0.399 1.168
C 1.338 -1.064 -0.959
O 2.518 -0.659 -0.883
C 0.807 -1.839 -2.118
C -0.454 -2.112 -2.376
O -0.849 -3.036 -3.333
H -1.793 -1.033 0.682
H 1.419 -0.368 1.240
H 1.419 -2.382 -2.822
H -1.683 -3.438 -3.078
O -2.560 0.390 -3.792
C -2.729 1.375 -3.094
C -1.981 2.563 -3.340
C -2.299 3.784 -2.772
O -1.680 4.945 -3.114
C -3.482 3.923 -1.872
O -3.996 5.025 -1.615
C -4.105 2.650 -1.498
C -3.762 1.531 -2.082
O -4.533 0.360 -1.909
H -1.115 2.599 -3.984
H -2.295 5.520 -2.652
H -4.923 2.514 -0.806
H -4.071 -0.387 -2.295
*
```

Atom charges from the Löwdin analysis, given in e for atoms 1 to 6: number 1, O, carries 0.1175; number 2, C, carries -0.2805; number 3, C, carries -0.0705; number 4, C, carries 0.0006; number 5, C, carries -0.0429; number 6, C, carries -0.0609

---

[2]
This record from the OMol25 dataset describes 2 unconnected molecules or ions with the total composition C5H6NO5 in a non-equilibrium geometry. The level of theory is ωB97M-V with the def2-TZVPD basis set.

## Properties
LUMO (eV): 3.5
Energy relative to the best compared isomer or geometry (same formula, charge and spin) (kcal/mol): 31.88
E_HOMO (eV): -4.2977

Geometry as ORCA input:
```
! RIJCOSX wB97M-V def2-TZVPD def2/J DEFGRID3
* xyz -1 1
C -1.050 -0.812 -0.478
C 0.939 -0.087 1.401
C 0.105 1.668 -0.457
C -2.230 -0.344 0.261
C 0.798 0.262 -0.068
N 1.784 -0.286 -0.944
O 0.232 0.225 2.303
O 0.421 1.986 -1.608
O -0.757 -1.794 -1.122
O 2.061 -0.917 1.518
O -0.577 2.122 0.438
H -2.689 -1.106 0.987
H -2.987 -0.142 -0.537
H -2.006 0.480 0.791
H 2.308 0.481 -1.350
H 1.287 -0.752 -1.756
H 2.361 -0.983 0.620
*
```

Atom charges from the Löwdin analysis, given in e for atoms 1 to 6: number 1, C, carries -0.1887; number 2, C, carries -0.4820; number 3, C, carries -0.7375; number 4, C, carries -0.0237; number 5, C, carries -0.1759; number 6, N, carries 0.0307

---

[3]
This record from the OMol25 dataset describes 2 unconnected molecules or ions with the total composition C2H5NO in a non-equilibrium geometry. The level of theory is ωB97M-V with the def2-TZVPD basis set.

## Properties
LUMO (eV): 0.5
Energy relative to the best compared isomer or geometry (same formula, charge and spin) (kcal/mol): 62.68
E_HOMO (eV): -10.2748

Geometry as ORCA input:
```
! RIJCOSX wB97M-V def2-TZVPD def2/J DEFGRID3
* xyz 0 1
C 1.574 0.121 -1.453
N 0.933 -0.962 -1.570
H 2.372 0.290 -2.179
H 1.409 0.843 -0.650
H 0.046 -0.951 -1.065
C -0.950 0.714 1.171
O -1.629 -0.021 1.838
H -1.348 1.333 0.360
H 0.134 0.559 1.193
*
```

Atom charges from the Löwdin analysis, given in e for atoms 1 to 6: number 1, C, carries -0.1450; number 2, N, carries 0.0244; number 3, H, carries 0.0588; number 4, H, carries 0.0428; number 5, H, carries 0.0246; number 6, C, carries -0.1527

---

[4]
This record from the OMol25 dataset describes C5H10 in the gas phase in a non-equilibrium geometry. The level of theory is ωB97M-V with the def2-TZVPD basis set.

## Properties
LUMO (eV): 1.3
Energy relative to the best compared isomer or geometry (same formula, charge and spin) (kcal/mol): 37.48
E_HOMO (eV): -10.1691

Geometry as ORCA input:
```
! RIJCOSX wB97M-V def2-TZVPD def2/J DEFGRID3
* xyz 0 1
C -0.625 1.081 -1.160
C 0.640 0.191 -1.082
C 0.661 -0.819 0.182
C -0.617 -0.987 0.968
C 0.520 -0.200 1.564
H -0.447 2.140 -0.940
H -1.199 1.000 -2.088
H -1.354 0.726 -0.396
H 0.751 -0.398 -2.009
H 1.555 0.790 -0.965
H 1.364 -1.646 0.014
H -1.068 -1.892 1.376
H -1.402 -0.335 0.561
H 0.382 0.879 1.537
H 1.061 -0.521 2.460
*
```

Atom charges from the Löwdin analysis, given in e for atoms 1 to 6: number 1, C, carries -0.1127; number 2, C, carries -0.1892; number 3, C, carries -0.2629; number 4, C, carries -0.1530; number 5, C, carries -0.1308; number 6, H, carries 0.0707

---

[5]
This record from the OMol25 dataset describes 5 unconnected molecules or ions with the total composition C18H30Cl12FN3O in a non-equilibrium geometry. The level of theory is ωB97M-V with the def2-TZVPD basis set.

## Properties
LUMO (eV): 0.4
E_HOMO (eV): -7.9752

Geometry as ORCA input:
```
! RIJCOSX wB97M-V def2-TZVPD def2/J DEFGRID3
* xyz 0 1
N 5.198 2.610 1.301
C 5.535 1.562 0.284
C 4.561 0.306 0.363
C 3.419 0.496 -0.701
C 2.327 -0.659 -0.680
C 2.111 -1.249 0.762
N 1.032 -2.258 0.858
F 0.258 -1.956 1.989
O 1.117 -0.290 -1.370
C 0.241 0.485 -0.534
C -0.661 1.482 -1.322
C -1.883 0.826 -2.073
C -2.608 -0.329 -1.294
C -2.993 0.008 0.185
N -4.267 0.750 0.338
C -4.401 1.361 1.574
C -5.683 2.067 1.560
C -6.233 1.792 0.226
C -5.332 0.934 -0.527
H 4.238 2.401 1.595
H 5.115 3.485 0.777
H 5.353 2.021 -0.724
H 6.609 1.257 0.309
H 5.126 -0.643 0.152
H 4.190 0.295 1.425
H 3.911 0.550 -1.711
H 2.965 1.506 -0.521
H 2.785 -1.487 -1.292
H 1.916 -0.451 1.533
H 3.047 -1.763 1.116
H 0.374 -2.195 0.078
H 0.903 1.114 0.133
H -0.330 -0.184 0.157
H -0.041 2.011 -2.087
H -1.060 2.269 -0.626
H -1.502 0.402 -3.043
H -2.575 1.662 -2.371
H -3.564 -0.534 -1.853
H -2.013 -1.272 -1.364
H -3.093 -0.947 0.775
H -2.213 0.608 0.725
H -3.667 1.310 2.407
H -6.087 2.684 2.387
H -7.207 2.172 -0.133
H -5.416 0.511 -1.541
Cl 7.614 1.806 5.630
C 6.729 3.088 4.794
Cl 5.444 3.730 5.825
Cl 7.827 4.377 4.291
H 6.273 2.665 3.903
Cl -5.726 3.209 -1.923
C -6.575 4.446 -2.866
Cl -7.910 5.128 -1.928
Cl -5.462 5.723 -3.381
H -6.988 3.977 -3.754
Cl 0.931 -3.243 -2.139
C 0.239 -4.866 -2.239
Cl -1.365 -4.897 -1.504
Cl 0.166 -5.411 -3.918
H 0.881 -5.545 -1.688
Cl 0.443 -6.231 0.893
C -0.248 -7.854 0.792
Cl -1.855 -7.892 1.522
Cl -0.314 -8.397 -0.890
H 0.394 -8.533 1.343
*
```

Atom charges from the Löwdin analysis, given in e for atoms 1 to 6: number 1, N, carries -0.0155; number 2, C, carries -0.2689; number 3, C, carries -0.1985; number 4, C, carries -0.1392; number 5, C, carries -0.3402; number 6, C, carries -0.1609

---

[6]
This record from the OMol25 dataset describes 2 unconnected molecules or ions with the total composition C7H13N3 in a non-equilibrium geometry. The level of theory is ωB97M-V with the def2-TZVPD basis set.

## Properties
LUMO (eV): -7.3
Energy relative to the best compared isomer or geometry (same formula, charge and spin) (kcal/mol): 52.49
E_HOMO (eV): -17.1640

Geometry as ORCA input:
```
! RIJCOSX wB97M-V def2-TZVPD def2/J DEFGRID3
* xyz 2 1
C -2.125 -0.993 0.508
C -1.733 -1.289 1.743
C -1.259 -0.304 -0.470
C 1.704 -0.007 -2.684
C -0.163 -1.164 1.967
C 0.351 0.012 1.139
C 1.258 1.310 -3.041
N -0.104 0.248 -0.213
N -0.017 1.330 1.896
N 2.028 -1.098 -2.661
H -3.127 -1.139 0.425
H -2.417 -1.712 2.550
H -1.717 0.026 -1.409
H -0.050 -0.882 3.003
H 0.386 -2.097 1.734
H 1.415 0.152 1.220
H 0.717 1.605 -2.225
H 2.107 1.949 -3.190
H 0.676 1.228 -3.980
H 0.717 2.104 1.811
H -0.845 1.693 1.466
H 2.283 -2.119 -2.511
H -0.086 1.147 2.922
*
```

Atom charges from the Löwdin analysis, given in e for atoms 1 to 6: number 1, C, carries -0.0498; number 2, C, carries 0.0046; number 3, C, carries -0.0675; number 4, C, carries -0.0362; number 5, C, carries -0.0812; number 6, C, carries -0.3071

---

[7]
This record from the OMol25 dataset describes a molecular structure, FHNOS in a non-equilibrium geometry. The level of theory is ωB97M-V with the def2-TZVPD basis set.

## Properties
LUMO (eV): 4.1
Energy relative to the best compared isomer or geometry (same formula, charge and spin) (kcal/mol): 6.19
E_HOMO (eV): -3.1521

Geometry as ORCA input:
```
! RIJCOSX wB97M-V def2-TZVPD def2/J DEFGRID3
* xyz -1 1
N -0.566 -1.035 0.041
O -0.303 0.125 -0.315
F 1.814 1.710 0.231
S -1.958 -1.734 -0.057
H 1.013 0.935 0.100
*
```

For each atom in turn, the Löwdin charge in e is: number 1, N, carries -0.8114; number 2, O, carries -0.3110; number 3, F, carries -0.3307; number 4, S, carries 0.3336; number 5, H, carries 0.1195

---

[8]
This record from the OMol25 dataset describes C3H3NO in the gas phase in a non-equilibrium geometry. The level of theory is ωB97M-V with the def2-TZVPD basis set.

## Properties
LUMO (spin up / spin down) (eV): -1.1 / -1.1
Energy relative to the best compared isomer or geometry (same formula, charge and spin) (kcal/mol): 184.90
E_HOMO (spin up / spin down) (eV): -9.6575 / -9.6593

Geometry as ORCA input:
```
! RIJCOSX wB97M-V def2-TZVPD def2/J DEFGRID3
* xyz 0 1
C -1.627 2.169 0.720
C -0.869 1.210 0.353
C -0.230 0.026 -0.353
N 0.724 0.686 0.344
O 1.463 1.556 -0.118
H -0.503 -0.928 0.032
H -0.372 0.231 -1.417
H 0.781 0.232 1.229
*
```

Atom charges from the Löwdin analysis, given in e for atoms 1 to 6: number 1, C, carries 0.1070; number 2, C, carries -0.2811; number 3, C, carries -0.0729; number 4, N, carries -0.2100; number 5, O, carries 0.0019; number 6, H, carries 0.1282

---

[9]
This record from the OMol25 dataset describes a molecular structure, C31H53LaNO2Si2 in a non-equilibrium geometry. The level of theory is ωB97M-V with the def2-TZVPD basis set.

## Properties
LUMO (eV): -3.0
Energy relative to the best compared isomer or geometry (same formula, charge and spin) (kcal/mol): 46.43
E_HOMO (eV): -9.1486

Geometry as ORCA input:
```
! RIJCOSX wB97M-V def2-TZVPD def2/J DEFGRID3
* xyz 1 1
O 1.772 1.796 -2.006
O 3.145 1.627 -0.081
C 1.554 1.182 -3.307
C 0.123 1.164 -3.766
H 1.969 0.172 -3.204
H 2.176 1.736 -3.993
H -0.504 0.613 -3.044
H 0.068 0.667 -4.727
H -0.294 2.196 -3.925
C 0.754 2.695 -1.436
C 1.126 4.136 -1.590
H 0.652 2.384 -0.377
H -0.218 2.466 -1.908
H 2.031 4.337 -1.037
H 0.327 4.797 -1.247
H 1.267 4.401 -2.642
C 3.415 2.061 1.310
C 4.348 1.648 -0.993
C 2.695 3.392 1.584
H 4.517 2.260 1.373
H 3.135 1.251 1.978
H 3.048 4.200 0.921
H 2.883 3.652 2.642
H 1.589 3.259 1.476
C 4.612 3.082 -1.302
H 4.016 1.032 -1.849
H 5.153 1.178 -0.430
H 3.759 3.544 -1.805
H 5.465 3.093 -2.010
H 4.897 3.651 -0.404
H 2.328 1.154 -0.436
La -0.614 -1.377 1.036
C 1.279 -0.275 0.084
Si 2.518 -1.630 0.253
H 1.019 0.364 0.931
H 0.581 -0.178 -0.734
C 3.200 -2.006 -1.438
C 1.664 -3.106 1.046
C 3.966 -1.194 1.334
C -0.931 -2.710 -1.038
Si -2.109 -4.033 -0.420
H -0.161 -3.144 -1.658
H -1.426 -2.006 -1.692
C -1.189 -5.588 0.100
C -3.457 -4.499 -1.641
C -3.003 -3.350 1.152
H 4.561 -2.072 1.522
H 3.673 -0.822 2.316
H 4.655 -0.455 0.902
H 2.443 -2.466 -2.080
H 4.040 -2.693 -1.399
H 3.566 -1.112 -1.971
H 0.780 -3.472 0.503
H 1.448 -2.985 2.104
H 2.404 -3.945 0.967
H -3.006 -4.712 -2.620
H -4.200 -3.690 -1.768
H -3.970 -5.405 -1.288
H -3.667 -2.492 0.950
H -2.334 -3.095 1.988
H -3.633 -4.193 1.470
H -1.916 -6.421 0.063
H -0.772 -5.510 1.116
H -0.369 -5.793 -0.606
C 0.660 2.113 4.219
C -0.475 2.929 4.177
C -1.584 2.544 3.406
C -1.564 1.305 2.703
C -0.397 0.528 2.740
C 0.706 0.914 3.470
C -2.773 0.870 1.961
C -4.060 1.268 2.357
C -5.162 0.870 1.643
C -5.013 0.173 0.431
C -6.092 -0.206 -0.398
C -5.876 -0.761 -1.637
C -4.564 -0.877 -2.150
C -3.478 -0.463 -1.366
C -3.687 -0.082 -0.035
N -2.605 0.109 0.831
H 1.518 2.418 4.834
H -0.528 3.859 4.740
H -2.469 3.161 3.321
H 1.637 0.321 3.498
H -4.156 1.883 3.258
H -6.180 1.139 1.969
H -7.116 -0.013 -0.023
H -6.721 -1.098 -2.261
H -4.396 -1.258 -3.163
H -2.469 -0.408 -1.779
*
```

Atom charges from the Löwdin analysis, given in e for atoms 1 to 6: number 1, O, carries -0.2633; number 2, O, carries -0.1735; number 3, C, carries -0.2170; number 4, C, carries -0.0751; number 5, H, carries 0.1119; number 6, H, carries 0.1173

---

[10]
This record from the OMol25 dataset describes 3 unconnected molecules or ions with the total composition C7H14O2 in a non-equilibrium geometry. The level of theory is ωB97M-V with the def2-TZVPD basis set.

## Properties
LUMO (spin up / spin down) (eV): 3.4 / 3.4
<S²>: 0.766
Energy relative to the best compared isomer or geometry (same formula, charge and spin) (kcal/mol): 15.22
E_HOMO (spin up / spin down) (eV): -0.5291 / -3.1410

Geometry as ORCA input:
```
! RIJCOSX wB97M-V def2-TZVPD def2/J DEFGRID3
* xyz -1 2
C 0.836 1.131 -1.076
C 1.991 1.758 -1.473
C 1.496 -1.193 -1.702
C 0.574 -0.262 -1.267
C -0.751 -0.730 -0.793
C -1.238 -0.551 0.438
C -2.716 -0.597 0.795
H 0.122 1.732 -0.524
H 2.059 2.841 -1.353
H 2.961 1.383 -1.776
H 2.520 -0.947 -1.964
H 1.328 -2.250 -1.566
H -1.518 -1.033 -1.516
H -0.543 -0.223 1.206
H -3.226 -0.002 0.037
H -3.098 -1.617 0.842
H -2.836 -0.066 1.735
H -1.300 1.955 2.780
H -2.307 2.120 1.699
O -2.244 1.854 2.611
H 2.705 -1.680 0.245
H 1.406 -1.605 0.931
O 2.346 -1.564 1.123
*
```

Atom charges from the Löwdin analysis, given in e for atoms 1 to 6: number 1, C, carries -0.2402; number 2, C, carries -0.1010; number 3, C, carries -0.0982; number 4, C, carries -0.4274; number 5, C, carries -0.1387; number 6, C, carries -0.2026